Record 1
Formula: C37H51F18NO20PS2
Source: the OMol25 dataset
Level of theory: ωB97M-V/def2-TZVPD

```
! RIJCOSX wB97M-V def2-TZVPD def2/J DEFGRID3
* xyz -1 1
C -1.8214 -0.6261 2.3574
C -1.3329 0.5579 1.5029
O -0.5859 1.4309 2.3653
P 0.4919 2.3868 1.6668
O 1.4886 2.7481 2.6898
C -0.2456 3.9411 1.0324
C -1.7862 4.0183 1.0068
S -2.5372 4.1904 2.6606
O -3.3526 5.3727 2.6945
O -1.4226 4.2632 3.5753
N -3.3079 2.7777 2.8782
S -4.8378 2.9019 3.3592
O -5.7066 3.6000 2.4308
O -4.9286 3.5553 4.6477
C -5.3899 1.1600 3.5043
O -6.6349 0.9256 2.9060
C -6.6279 0.8133 1.5396
C -7.8463 0.5017 0.9606
C -7.9677 0.3983 -0.4021
C -6.8828 0.6047 -1.2364
C -5.6664 0.8828 -0.6514
C -5.5335 0.9900 0.7144
O 1.1817 1.7093 0.3740
C 2.1468 0.6956 0.7049
C 1.7472 -0.7076 0.2579
H -2.8309 -0.3864 2.6953
H -1.1582 -0.8128 3.2023
H -1.9021 -1.5422 1.7621
H -2.2041 1.0423 1.0527
H -0.7396 0.1371 0.6868
H 0.1165 4.0799 0.0054
H 0.1635 4.7549 1.6302
H -2.0729 4.9374 0.4889
H -2.2180 3.1578 0.4952
H -4.6034 0.4716 3.1830
H -5.5079 1.0003 4.5782
H -8.7029 0.3443 1.6094
H -8.9541 0.1534 -0.7863
H -7.0153 0.5446 -2.3104
H -4.8259 1.0445 -1.3203
H -4.5586 1.2445 1.1182
H 2.4156 0.6623 1.7631
H 3.0635 0.9586 0.1644
H 1.3857 -0.7625 -0.7705
H 1.0384 -1.1315 0.9772
H 2.6331 -1.3527 0.3214
C 8.1955 3.3155 -1.3671
C 6.7987 3.8884 -1.4715
O 5.9647 3.0722 -2.3187
C 5.4331 2.0032 -1.7426
O 5.5918 1.6697 -0.6062
C 4.5311 1.2607 -2.7400
F 5.1122 1.1370 -3.9410
F 3.3778 1.9169 -2.9153
F 4.2367 0.0329 -2.3082
H 8.6265 3.1773 -2.3599
H 8.8375 3.9817 -0.7919
H 8.1841 2.3409 -0.8793
H 6.8296 4.8705 -1.9392
H 6.3401 4.0085 -0.4905
C -8.5048 5.2694 4.7128
C -8.6471 4.1546 3.7021
O -9.6671 3.2094 4.1190
C -10.9157 3.5348 3.8546
O -11.2953 4.5309 3.3071
C -11.8517 2.4073 4.3158
F -11.5325 1.9566 5.5362
F -11.7913 1.3618 3.4745
F -13.1231 2.8114 4.3604
H -8.3115 4.8612 5.7056
H -7.6820 5.9255 4.4335
H -9.4193 5.8628 4.7780
H -7.7179 3.6005 3.6385
H -8.8644 4.5389 2.7070
C 4.2246 3.1733 3.1958
C 4.9296 1.8454 3.3092
O 6.3595 1.9772 3.0901
C 7.0822 2.3723 4.1207
O 6.6815 2.6286 5.2185
C 8.5648 2.4162 3.7202
F 8.7449 2.9944 2.5225
F 9.0761 1.1762 3.6453
F 9.2931 3.0968 4.6044
H 4.4532 3.6437 2.2360
H 3.1252 3.0420 3.2730
H 4.5554 3.8587 3.9797
H 4.5770 1.1687 2.5328
H 4.7387 1.3688 4.2704
C 3.1876 -2.4211 -5.2182
C 2.0359 -3.4036 -5.2541
O 2.0594 -4.2678 -4.1003
C 1.5342 -3.7681 -2.9900
O 1.0493 -2.6837 -2.8664
C 1.6012 -4.8116 -1.8680
F 2.7997 -5.4096 -1.8221
F 0.6769 -5.7694 -2.0457
F 1.3853 -4.2714 -0.6721
H 4.1370 -2.9487 -5.1157
H 3.2096 -1.8276 -6.1317
H 3.1005 -1.7438 -4.3683
H 2.1263 -4.0571 -6.1196
H 1.0748 -2.8953 -5.3283
C -2.1445 -6.2071 -2.6129
C -2.1835 -5.3051 -3.8265
O -2.4543 -6.0569 -5.0256
C -3.7293 -6.3401 -5.2625
O -4.6579 -6.0313 -4.5775
C -3.8540 -7.0976 -6.5924
F -2.9302 -8.0613 -6.7040
F -3.6920 -6.2620 -7.6295
F -5.0490 -7.6694 -6.7163
H -1.4305 -7.0170 -2.7617
H -1.8581 -5.6419 -1.7281
H -3.1178 -6.6635 -2.4315
H -1.2104 -4.8403 -3.9784
H -2.9112 -4.5031 -3.7079
C 6.5535 -3.7331 -0.0884
C 6.3291 -4.7180 -1.2159
O 6.5781 -4.1029 -2.4955
C 7.8451 -4.0358 -2.8794
O 8.7900 -4.4354 -2.2662
C 7.9289 -3.3997 -4.2747
F 7.1470 -2.3170 -4.3750
F 7.5328 -4.2712 -5.2158
F 9.1725 -3.0274 -4.5662
H 5.9539 -2.8346 -0.2412
H 6.2830 -4.1806 0.8674
H 7.5968 -3.4210 -0.0414
H 5.2888 -5.0356 -1.2338
H 6.9398 -5.6125 -1.0968
*
```

The value obtained for the gap between HOMO and LUMO is 0.2757 Ha. The HOMO energy is -6.04 eV.

Record 2
Formula: C37H52BFFeN6S3
Source: the OMol25 dataset
Level of theory: ωB97M-V/def2-TZVPD

```
! RIJCOSX wB97M-V def2-TZVPD def2/J DEFGRID3
* xyz 1 6
Fe 0.3812 -0.1419 -0.1414
C -1.3455 -2.0477 5.9009
C -0.4722 -1.6887 4.6966
C -0.2277 -2.9758 3.9193
C 0.8624 -1.0893 5.1349
N -1.1932 -0.6161 3.9170
C -1.7165 0.4656 4.6033
C -2.3362 1.2535 3.7097
N -2.1872 0.6840 2.4666
B -2.8046 1.4235 1.2458
N -3.1001 0.4926 0.0338
C -4.2287 -0.2939 0.0946
C -4.4320 -0.8226 -1.1228
N -3.4267 -0.3589 -1.9543
C -2.5911 0.4161 -1.2114
S -1.0567 1.0757 -1.6877
C -3.6132 -0.5246 -3.4405
C -3.8095 -2.0180 -3.7200
C -4.8635 0.2762 -3.8149
C -2.4527 -0.0085 -4.2765
N -2.0099 2.6878 0.8476
C -2.6775 3.7778 0.3315
C -1.7557 4.6773 -0.0531
N -0.5072 4.1475 0.2304
C -0.6877 2.9209 0.7663
S 0.5072 1.7819 1.2716
C 0.7271 4.9305 -0.1252
C 0.7580 5.0395 -1.6497
C 2.0198 4.2873 0.3584
C 0.6001 6.3082 0.5279
C -1.4743 -0.4473 2.5997
S -0.9728 -1.4570 1.2799
H -0.8307 -2.8092 6.4852
H -2.3031 -2.4553 5.5746
H -1.5339 -1.2047 6.5629
H 0.1419 -3.7095 4.6368
H 0.5181 -2.8588 3.1419
H -1.1412 -3.3683 3.4749
H 1.4214 -1.8273 5.7106
H 0.7226 -0.2073 5.7609
H 1.4551 -0.8043 4.2638
H -1.6085 0.5822 5.6642
H -2.8689 2.1775 3.8456
H -3.8729 1.8336 1.6186
H -4.8046 -0.3851 0.9980
H -5.2213 -1.4569 -1.4778
H -4.7975 -2.3721 -3.4273
H -3.0566 -2.6122 -3.2002
H -3.7042 -2.1984 -4.7888
H -5.7410 -0.0581 -3.2627
H -5.0666 0.1527 -4.8787
H -4.7103 1.3377 -3.6156
H -1.5354 -0.5553 -4.0877
H -2.2678 1.0523 -4.1286
H -2.7235 -0.1686 -5.3203
H -3.7510 3.8161 0.2900
H -1.8809 5.6467 -0.4955
H 0.7897 4.0461 -2.1000
H 1.6491 5.5883 -1.9544
H -0.1121 5.5666 -2.0411
H 2.2168 3.3330 -0.1230
H 2.0310 4.1373 1.4365
H 2.8258 4.9752 0.1009
H -0.2463 6.8778 0.1470
H 1.5022 6.8823 0.3199
H 0.4968 6.2122 1.6092
C 3.5865 -0.3800 -3.8782
C 2.0973 -0.6677 -3.7231
C 1.5021 -1.0616 -5.0794
C 1.7844 -1.7196 -2.6748
C 0.4533 -1.9501 -2.2913
C 0.1389 -2.9145 -1.3379
C 1.1341 -3.6783 -0.7250
C 0.7824 -4.7154 0.3039
C 2.4441 -3.4583 -1.1233
C 2.7638 -2.4998 -2.0766
H 3.7332 0.4410 -4.5803
H 4.1142 -1.2485 -4.2784
H 4.0567 -0.1067 -2.9328
H 1.6034 0.2581 -3.3973
H 1.8678 -2.0448 -5.3816
H 1.7929 -0.3419 -5.8460
H 0.4143 -1.0988 -5.0551
H -0.3439 -1.4334 -2.7998
H -0.9028 -3.1038 -1.0994
H 0.1456 -4.2891 1.0807
H 1.6765 -5.1229 0.7742
H 0.2334 -5.5436 -0.1480
H 3.2398 -4.0393 -0.6718
H 3.8031 -2.3601 -2.3401
F 6.1786 -0.3730 1.7719
C 4.9228 -0.3820 1.2900
C 4.6100 0.4521 0.2323
C 3.3086 0.4442 -0.2457
C 2.3306 -0.3919 0.2982
C 2.6942 -1.2100 1.3685
C 3.9918 -1.2193 1.8686
H 5.3747 1.0893 -0.1920
H 3.0652 1.1039 -1.0736
H 1.9666 -1.8799 1.8090
H 4.2857 -1.8605 2.6895
*
```

The value obtained for the gap between HOMO and LUMO (spin up / spin down) is 0.3186 / 0.2647 Ha. The HOMO energy (spin up / spin down) is -10.24 / -10.70 eV.

Record 3
Formula: C37H52N7O3PRuSe
Source: the OMol25 dataset
Level of theory: ωB97M-V/def2-TZVPD

```
! RIJCOSX wB97M-V def2-TZVPD def2/J DEFGRID3
* xyz 4 5
Ru 1.4678 0.4090 0.4313
C 3.6421 0.6279 2.8651
N 2.1690 0.7703 2.7879
C 1.6941 2.1152 3.1847
C 1.6728 2.9985 1.9759
N 1.6063 2.4862 0.7617
C 1.4766 3.5685 -0.1323
C 1.3350 3.6005 -1.5163
C 1.2119 4.8450 -2.1015
C 1.2306 6.0238 -1.3318
C 1.3651 5.9965 0.0388
C 1.4852 4.7380 0.6176
N 1.6135 4.3304 1.9495
C 4.2120 0.2642 1.5360
N 3.4844 0.2257 0.4239
C 4.3654 -0.0389 -0.6423
C 4.1417 -0.1082 -2.0111
C 5.2421 -0.3547 -2.8079
C 6.5250 -0.5258 -2.2554
C 6.7495 -0.4460 -0.8951
C 5.6359 -0.1916 -0.1075
N 5.4880 0.0025 1.2773
H 4.0852 1.5787 3.1690
H 3.9302 -0.1039 3.6208
H 1.7270 0.0766 3.3805
H 0.6796 2.0283 3.5785
H 2.3094 2.5432 3.9787
H 1.3504 2.6941 -2.1104
H 1.1164 4.9258 -3.1765
H 1.1477 6.9798 -1.8312
H 1.3804 6.9086 0.6209
H 1.6657 4.9408 2.7530
H 3.1560 0.0398 -2.4379
H 5.1237 -0.4034 -3.8823
H 7.3622 -0.7109 -2.9153
H 7.7413 -0.5638 -0.4779
H 6.2343 -0.0256 1.9594
C -4.8394 2.7367 0.5397
C -4.2811 3.7436 -0.4762
C -2.8089 3.5406 -0.8520
C -2.5176 2.4145 -1.8349
N -2.9951 1.0732 -1.3906
C -2.3816 0.2573 -0.4721
Se -0.9266 0.7865 0.4966
N -3.0983 -0.8753 -0.3187
C -2.8362 -1.9808 0.6466
C -3.9065 -2.0644 1.7277
C -3.9749 -0.8612 2.6638
C -2.7247 -0.6925 3.5291
C -4.1740 -0.8236 -1.1672
C -5.1806 -1.7338 -1.4301
C -6.1205 -1.3308 -2.3550
C -6.0623 -0.0325 -3.0262
C -5.0597 0.8529 -2.7966
C -4.0954 0.4502 -1.8542
H -5.7481 3.1208 1.0002
H -4.1219 2.5492 1.3448
H -5.1142 1.7755 0.0937
H -4.3702 4.7416 -0.0494
H -4.8998 3.7614 -1.3797
H -2.2151 3.4023 0.0550
H -2.4258 4.4376 -1.3451
H -1.4501 2.3272 -2.0290
H -3.0096 2.6057 -2.7859
H -1.8442 -1.8217 1.0624
H -2.8098 -2.8975 0.0560
H -3.6975 -2.9685 2.3049
H -4.8802 -2.2243 1.2595
H -4.8316 -1.0054 3.3220
H -4.1878 0.0545 2.0979
H -2.4796 -1.6297 4.0353
H -2.8885 0.0624 4.2976
H -1.8504 -0.3882 2.9464
H -5.2375 -2.7019 -0.9533
H -6.9388 -1.9971 -2.6010
H -6.8468 0.2174 -3.7297
H -5.0158 1.8030 -3.3089
C 3.8100 -4.7078 -0.9618
C 3.5786 -3.2351 -0.7727
O 2.2260 -3.0561 -0.1873
P 1.1918 -1.9155 -0.0533
O 0.4289 -2.3381 1.2754
C 1.0395 -3.0908 2.3895
C 0.6331 -4.5389 2.3304
O 0.1396 -2.0128 -1.2045
C -0.2588 -3.3022 -1.8258
C 0.5366 -3.5495 -3.0785
H 4.8689 -4.8720 -1.1655
H 3.2394 -5.1085 -1.7986
H 3.5498 -5.2622 -0.0603
H 3.6281 -2.6790 -1.7028
H 4.2842 -2.8099 -0.0621
H 0.6655 -2.6072 3.2898
H 2.1237 -2.9794 2.3443
H -0.4477 -4.6451 2.4241
H 1.0992 -5.0799 3.1555
H 0.9577 -4.9987 1.3965
H -1.3165 -3.1772 -2.0458
H -0.1455 -4.0947 -1.0868
H 0.4504 -2.7092 -3.7670
H 0.1497 -4.4391 -3.5766
H 1.5904 -3.7209 -2.8576
*
```

The value obtained for the gap between HOMO and LUMO (spin up / spin down) is 0.2689 / 0.1571 Ha. The HOMO energy (spin up / spin down) is -18.33 / -18.28 eV.

Record 4
Formula: C37H53O9PSi
Source: the OMol25 dataset
Level of theory: ωB97M-V/def2-TZVPD

```
! RIJCOSX wB97M-V def2-TZVPD def2/J DEFGRID3
* xyz 0 1
C 2.4534 1.4243 2.9268
C 1.2296 0.8662 2.2037
C 0.0939 1.8938 2.0820
C -1.3095 1.3833 2.4209
C -1.7156 0.0254 1.8184
C -2.2842 0.1155 0.4005
P -4.0877 0.5949 0.3624
O -4.3465 1.9465 -0.1808
O -1.6230 1.2164 -0.3063
C -0.5051 0.7283 -0.8757
O 0.3097 1.3971 -1.4366
O -0.4504 -0.6092 -0.6899
C -1.8287 -1.0289 -0.5602
C -2.5503 -0.9823 -1.9125
C -1.7440 -1.5363 -3.1060
C -2.0304 -3.0119 -3.4715
C -0.9010 -4.0221 -3.2293
C 0.4943 -3.5629 -3.6940
C 1.3645 -3.0892 -2.5181
C 2.0211 -4.2380 -1.7561
C 2.6068 -3.7394 -0.4308
O 3.8872 -4.3533 -0.1639
C 3.8583 -5.3677 0.7448
C 3.7318 -4.9537 2.1817
O 3.9667 -6.5141 0.4023
C -1.8130 -2.4287 0.0273
C -3.1786 -3.0750 0.2795
O -3.1582 -3.6919 1.5574
Si -4.6247 -4.0428 2.2892
C -4.1756 -4.9691 3.8415
C -5.6998 -5.0715 1.1584
C -5.4507 -2.4146 2.7130
H 2.2122 1.6683 3.9632
H 3.2483 0.6761 2.9628
H 2.8483 2.3004 2.4133
H 1.5489 0.5349 1.2112
H 0.9089 -0.0405 2.7249
H 0.3167 2.6995 2.7876
H 0.1188 2.3631 1.0996
H -2.0394 2.1276 2.0888
H -1.4229 1.3076 3.5036
H -2.5125 -0.3795 2.4527
H -0.9073 -0.6990 1.8631
H -4.7654 -0.3930 -0.3729
H -4.4741 0.4620 1.7088
H -2.7490 0.0720 -2.1336
H -3.5247 -1.4624 -1.8399
H -0.6854 -1.3376 -2.9576
H -2.0408 -0.9260 -3.9601
H -2.3342 -3.0799 -4.5159
H -2.8907 -3.3327 -2.8759
H -0.8470 -4.3402 -2.1860
H -1.1569 -4.9241 -3.7913
H 1.0167 -4.3824 -4.1863
H 0.3978 -2.7138 -4.3729
H 2.1539 -2.4172 -2.8658
H 0.7570 -2.5120 -1.8162
H 2.8307 -4.6895 -2.3274
H 1.2758 -5.0049 -1.5299
H 2.7730 -2.6628 -0.4640
H 1.9321 -3.9664 0.3972
H 2.7478 -4.5326 2.3889
H 4.4767 -4.2053 2.4470
H 3.8707 -5.8383 2.7973
H -1.2629 -3.0518 -0.6775
H -1.2662 -2.4706 0.9671
H -3.3660 -3.8399 -0.4801
H -3.9956 -2.3476 0.1961
H -3.3402 -5.6423 3.6468
H -3.8871 -4.2874 4.6410
H -5.0412 -5.5500 4.1630
H -5.5698 -4.7472 0.1246
H -5.4207 -6.1246 1.2210
H -6.7489 -4.9899 1.4418
H -4.6954 -1.7322 3.1066
H -5.8689 -1.9600 1.8097
H -6.2625 -2.5465 3.4262
O 4.3895 4.3228 -0.0698
C 3.9286 5.3828 -0.4390
C 4.6237 6.6670 -0.1319
C 5.8265 6.6341 0.5626
C 6.5022 7.8120 0.8303
C 5.9802 9.0290 0.4047
C 4.7757 9.0685 -0.2762
C 4.0910 7.8897 -0.5434
C 2.7855 7.9572 -1.2636
O 2.3018 9.0257 -1.5734
C 2.1038 6.6744 -1.5889
C 0.9024 6.7059 -2.2858
C 0.2646 5.5216 -2.6167
C 0.8250 4.2990 -2.2595
C 2.0168 4.2641 -1.5571
C 2.6579 5.4471 -1.2131
H 6.2246 5.6820 0.8847
H 7.4403 7.7843 1.3688
H 6.5148 9.9476 0.6069
H 4.3575 10.0089 -0.6069
H 0.4767 7.6605 -2.5621
H -0.6737 5.5482 -3.1550
H 0.3320 3.3797 -2.5231
H 2.4541 3.3174 -1.2711
*
```

The value obtained for the gap between HOMO and LUMO is 0.3228 Ha. The HOMO energy is -9.47 eV. The SMILES is CCCCC[C@@]1([PH2]=O)OC(=O)O[C@@]1(CCCCCCCCOC(C)=O)CCO[Si](C)(C)C.O=C1c2ccccc2C(=O)c2ccccc21.

Which formula does entry 4 have? C37H53O9PSi